Formula: C4H6BNO2
Source: the OMol25 dataset
Level of theory: ωB97M-V/def2-TZVPD

XYZ file:
```
14
C4H6BNO2 (ωB97M-V/def2-TZVPD)
B -0.66 1.11 0.56
C -2.15 0.60 0.85
C 0.45 -1.34 0.23
C 0.30 -0.91 -1.25
C 0.67 0.11 -0.24
N -3.18 0.24 1.24
O 1.99 0.48 -0.36
O -0.22 2.34 0.90
H -0.51 -1.53 0.77
H 1.32 -1.86 0.53
H 1.18 -1.08 -1.86
H -0.68 -1.05 -1.67
H 2.28 0.10 -1.23
H -0.78 2.81 1.53
```

Summary:
2S+1 ... 3
Frontier orbital gap (alpha / beta) ... 4.99 / 6.66 eV
E_tot ... -385.9159 a.u.
LUMO level (alpha / beta) ... 0.1 / -4.0 eV
Energy relative to the best compared isomer or geometry (same formula, charge and spin) ... 1.4459 eV

Here are the natural (NBO) charges for atoms 1 to 2, given in e: 0.472, -0.081

***

Formula: C66H53BrCrN6O5P2
Source: the OMol25 dataset
Level of theory: ωB97M-V/def2-TZVPD

XYZ file:
```
134
C66H53BrCrN6O5P2 (ωB97M-V/def2-TZVPD)
Cr -0.75 -0.44 -0.55
C 0.59 -13.18 4.34
O 0.20 -11.99 4.99
C 0.26 -10.81 4.33
C -0.19 -9.70 5.05
C -0.20 -8.45 4.48
C 0.24 -8.26 3.16
C 0.73 -9.36 2.47
C 0.74 -10.62 3.03
C 0.15 -6.97 2.52
N 0.71 -6.60 1.38
C 0.32 -5.32 1.15
C -0.52 -4.90 2.19
N -0.60 -5.95 3.05
C -1.14 -3.63 2.23
C -2.05 -3.21 3.21
C -2.58 -1.95 3.09
C -2.19 -1.13 2.04
N -1.33 -1.49 1.09
C -0.82 -2.75 1.17
C 0.04 -3.15 0.11
N 0.24 -2.24 -0.87
C 0.98 -2.59 -1.91
C 1.59 -3.83 -2.03
C 1.42 -4.77 -1.03
C 0.62 -4.44 0.07
H 0.41 -13.98 5.06
H 1.65 -13.16 4.07
H -0.01 -13.36 3.44
H -0.54 -9.86 6.06
H -0.55 -7.62 5.08
H 1.09 -9.22 1.46
H 1.11 -11.46 2.46
H -1.14 -6.00 3.90
H -2.33 -3.86 4.02
H -3.29 -1.56 3.80
H -2.61 -0.14 1.96
H 1.09 -1.84 -2.69
H 2.18 -4.05 -2.90
H 1.88 -5.75 -1.08
N -0.55 1.91 1.85
P -1.49 1.68 0.45
C -1.68 3.41 -0.11
C -2.33 3.65 -1.31
C -2.72 4.93 -1.63
C -2.48 5.97 -0.76
C -1.83 5.74 0.44
C -1.44 4.45 0.78
C -3.20 1.65 1.11
C -4.19 1.10 0.31
C -5.51 1.11 0.72
C -5.85 1.66 1.95
C -4.86 2.21 2.75
C -3.54 2.22 2.33
P 1.13 2.35 1.52
C 1.23 3.68 2.79
C 1.06 3.43 4.14
C 1.17 4.45 5.06
C 1.44 5.75 4.64
C 1.59 6.01 3.29
C 1.50 4.98 2.37
C 2.02 1.04 2.45
C 3.25 1.36 3.01
C 4.06 0.38 3.54
C 3.67 -0.95 3.49
C 2.44 -1.28 2.95
C 1.61 -0.29 2.46
H -0.62 1.14 2.51
H -2.52 2.83 -1.99
H -3.25 5.11 -2.56
H -2.80 6.97 -1.01
H -1.64 6.54 1.14
H -0.98 4.27 1.73
H -3.92 0.66 -0.64
H -6.28 0.69 0.09
H -6.87 1.66 2.28
H -5.12 2.64 3.71
H -2.78 2.66 2.95
H 0.86 2.42 4.47
H 1.05 4.25 6.12
H 1.53 6.54 5.36
H 1.80 7.02 2.96
H 1.62 5.18 1.31
H 3.58 2.40 3.03
H 5.01 0.64 3.99
H 4.31 -1.73 3.87
H 2.12 -2.31 2.92
H 0.66 -0.57 2.04
C -1.47 5.55 -5.57
C -0.63 4.91 -4.50
C -0.41 5.59 -3.31
C 0.34 5.00 -2.30
C 0.90 3.76 -2.48
C 0.78 3.11 -3.71
N 1.55 2.00 -4.03
C 2.63 1.53 -3.31
C 3.89 1.53 -3.92
C 5.01 1.14 -3.22
C 4.91 0.74 -1.89
C 3.67 0.69 -1.29
C 2.52 1.04 -1.99
C 1.22 0.67 -1.41
O 0.21 0.46 -2.13
O 1.11 0.38 -0.18
C -0.05 3.66 -4.72
C -0.24 2.96 -6.04
H -1.77 6.55 -5.26
H -2.36 4.96 -5.76
H -0.92 5.64 -6.50
H -0.83 6.57 -3.19
H 0.48 5.52 -1.37
H 1.49 3.31 -1.69
H 1.64 1.86 -5.03
H 3.98 1.87 -4.94
H 5.98 1.17 -3.70
H 5.79 0.45 -1.33
H 3.56 0.34 -0.27
H -0.07 1.89 -5.97
H 0.43 3.39 -6.79
H -1.26 3.10 -6.38
Br -2.58 0.70 -3.68
C -2.79 -1.05 -4.37
C -2.98 -1.16 -5.74
C -3.17 -2.40 -6.31
C -3.19 -3.53 -5.51
C -2.99 -3.42 -4.15
C -2.77 -2.18 -3.55
C -2.44 -2.15 -2.09
O -2.30 -3.18 -1.45
O -2.28 -0.99 -1.55
H -2.97 -0.26 -6.35
H -3.30 -2.49 -7.38
H -3.37 -4.50 -5.95
H -2.99 -4.29 -3.52
```

Summary:
2S+1 ... 2
Frontier orbital gap (alpha / beta) ... 5.58 / 5.80 eV
E_tot ... -7552.7869 a.u.
Net charge ... +1
LUMO level (alpha / beta) ... -3.7 / -3.5 eV
Energy relative to the best compared isomer or geometry (same formula, charge and spin) ... 1.0166 eV

Here are the Löwdin charges for atoms 1 to 2, given in e: 0.760, -0.070

***

Formula: C4H8O
Source: the OMol25 dataset
Level of theory: ωB97M-V/def2-TZVPD

XYZ file:
```
13
C4H8O (ωB97M-V/def2-TZVPD)
C 1.31 0.81 -0.91
C 0.69 -0.56 -0.99
O 1.10 -1.66 -0.73
H 1.65 1.04 0.17
H 0.71 1.68 -1.21
H 2.16 0.89 -1.61
H -0.43 -0.56 -1.23
C -0.70 -0.27 1.50
C -1.84 -0.31 0.82
H 0.00 -1.08 1.82
H -0.07 0.58 1.68
H -2.49 -1.16 0.40
H -2.09 0.59 0.28
```

Summary:
Frontier orbital gap ... 10.51 eV
E_tot ... -232.3561 a.u.
LUMO level ... 0.9 eV
Energy relative to the best compared isomer or geometry (same formula, charge and spin) ... 2.4376 eV
SMILES ... CC=O.C=C

Here are the natural (NBO) charges for atoms 1 to 2, given in e: -0.747, 0.445

***

Formula: C18H20N4
Source: the OMol25 dataset
Level of theory: ωB97M-V/def2-TZVPD

XYZ file:
```
42
C18H20N4 (ωB97M-V/def2-TZVPD)
N 1.09 -0.77 -4.49
C 0.87 -0.46 -3.40
C 0.59 -0.14 -2.07
C -0.18 -1.03 -1.28
N -0.68 -2.17 -1.81
C -1.30 -3.18 -0.99
C -0.28 -4.11 -0.31
N -0.86 -5.09 0.58
N -0.49 -0.75 -0.02
C -0.08 0.39 0.54
C -0.54 0.59 1.92
C -1.17 1.77 2.31
C -1.62 1.93 3.61
C -1.43 0.92 4.54
C -0.81 -0.26 4.16
C -0.37 -0.43 2.86
C 0.74 1.29 -0.14
C 1.07 1.03 -1.47
C 1.89 2.05 -2.18
C 1.26 3.43 -1.94
C 1.08 3.74 -0.44
C 1.37 2.52 0.45
H -0.31 -2.46 -2.70
H -1.87 -2.65 -0.22
H -1.99 -3.76 -1.61
H 0.29 -4.65 -1.08
H 0.42 -3.50 0.26
H -1.37 -4.62 1.33
H -1.52 -5.68 0.09
H -1.35 2.55 1.58
H -2.11 2.85 3.89
H -1.77 1.06 5.55
H -0.68 -1.05 4.88
H 0.10 -1.34 2.55
H 2.91 2.04 -1.79
H 1.93 1.83 -3.25
H 0.29 3.45 -2.44
H 1.89 4.19 -2.41
H 1.75 4.55 -0.14
H 0.06 4.08 -0.27
H 1.02 2.71 1.46
H 2.45 2.37 0.50
```

Summary:
Frontier orbital gap ... 8.36 eV
E_tot ... -916.9623 a.u.
LUMO level ... 0.3 eV
Energy relative to the best compared isomer or geometry (same formula, charge and spin) ... 0.0000 eV
SMILES ... N#Cc1c(NCCN)nc(-c2ccccc2)c2c1CCCC2

Here are the natural (NBO) charges for atoms 1 to 2, given in e: -0.331, 0.277

***

> The highest energy relative to the best compared isomer or geometry (same formula, charge and spin) belongs to which entry?

C4H8O

***

> Number 2 is which compound?

C66H53BrCrN6O5P2

***

> Number 3 is which compound?

C4H8O

***

> Which of these has the highest energy relative to the best compared isomer or geometry (same formula, charge and spin)?

C4H8O